Record 1
Here is C34H37FeN2O4PSe2 as an isolated structure in a non-equilibrium geometry from the OMol25 dataset. Energies are from ωB97M-V with the def2-TZVPD basis set.

Last column: Löwdin spin population.
Cartesian coordinates (Å):
1 Fe 1.42 0.95 -0.41  3.939
2 O 2.72 3.10 0.16  0.028
3 C 3.80 3.62 -0.62  0.003
4 C 4.12 2.76 -1.86  0.007
5 C 5.30 3.47 -2.56  0.001
6 O 5.64 2.74 -3.72  0.001
7 C 4.66 1.37 -1.49  0.048
8 Se 3.57 0.12 -0.43  0.360
9 C 2.99 2.73 -2.89  0.051
10 Se 1.19 2.09 -2.38  0.389
11 H 2.61 3.65 0.94  0.001
12 H 4.70 3.69 0.00  0.000
13 H 3.54 4.63 -0.97  0.000
14 H 6.15 3.53 -1.87  0.000
15 H 5.00 4.50 -2.81  0.000
16 H 6.32 3.21 -4.21  0.000
17 H 5.58 1.49 -0.90  0.007
18 H 4.92 0.83 -2.40  0.005
19 H 3.28 2.12 -3.74  0.006
20 H 2.82 3.75 -3.25  0.007
21 O 0.22 1.25 1.39  0.045
22 P -1.28 1.26 1.59  0.006
23 C -2.06 2.18 0.25  0.001
24 C -2.56 3.47 0.43  0.000
25 C -3.01 4.18 -0.68  0.001
26 C -2.99 3.60 -1.94  0.000
27 C -2.52 2.31 -2.10  0.001
28 C -2.03 1.60 -1.02  0.002
29 C -2.02 -0.39 1.60  0.001
30 C -1.35 -1.41 2.28  0.000
31 C -1.87 -2.69 2.29  0.000
32 C -3.06 -2.97 1.63  0.000
33 C -3.75 -1.95 0.98  0.000
34 C -3.23 -0.66 0.97  0.000
35 C -1.69 2.02 3.16  0.002
36 C -0.69 2.63 3.91  0.000
37 C -1.01 3.23 5.12  0.000
38 C -2.32 3.23 5.57  0.000
39 C -3.31 2.61 4.83  0.000
40 C -3.00 2.00 3.63  0.000
41 H -2.61 3.91 1.42  0.000
42 H -3.36 5.20 -0.55  0.000
43 H -3.34 4.16 -2.79  0.000
44 H -2.51 1.85 -3.09  0.000
45 H -1.64 0.60 -1.14  0.001
46 H -0.42 -1.18 2.78  0.000
47 H -1.34 -3.48 2.82  0.000
48 H -3.46 -3.97 1.63  0.000
49 H -4.68 -2.16 0.49  0.000
50 H -3.77 0.13 0.46  0.000
51 H 0.33 2.62 3.54  0.000
52 H -0.23 3.71 5.70  0.000
53 H -2.56 3.70 6.52  0.000
54 H -4.33 2.60 5.19  0.000
55 H -3.77 1.51 3.04  0.000
56 C 0.94 -5.59 -0.55  0.000
57 N 0.89 -4.22 -0.09  0.002
58 N 0.26 -3.19 -0.76  0.004
59 C 0.71 -2.00 -0.25  0.007
60 O 0.32 -0.88 -0.67  0.065
61 C 1.62 -2.32 0.79  0.003
62 C 1.73 -3.69 0.83  0.000
63 C 2.58 -4.52 1.71  0.000
64 C -0.78 -3.37 -1.71  0.000
65 C -1.63 -4.46 -1.65  0.000
66 C -2.62 -4.63 -2.60  0.000
67 C -2.80 -3.68 -3.60  0.000
68 C -1.98 -2.56 -3.62  0.000
69 C -0.96 -2.41 -2.70  0.001
70 H 0.76 -5.64 -1.62  0.000
71 H 0.22 -6.23 -0.03  0.000
72 H 1.93 -5.99 -0.36  0.000
73 H 2.14 -1.61 1.41  0.001
74 H 3.14 -3.88 2.38  0.000
75 H 3.30 -5.10 1.13  0.000
76 H 1.99 -5.22 2.30  0.000
77 H -1.56 -5.18 -0.85  0.000
78 H -3.26 -5.50 -2.56  0.000
79 H -3.58 -3.81 -4.34  0.000
80 H -2.13 -1.80 -4.38  0.000
81 H -0.32 -1.54 -2.74  0.000

Its multiplicity is 6. The total energy is -8136.07207 a.u. The charge is +1. Its expectation value of S² is 8.77. As for the LUMO energy (alpha / beta): -1.655 / -3.298 eV. The HOMO-LUMO gap (alpha / beta) comes out at 8.51 / 7.20 eV.

Record 2
Here is C16H19Cl2IrN7OS2 as an isolated structure from the OMol25 dataset. Energies are from ωB97M-V with the def2-TZVPD basis set.

Last column: natural (NBO) charge in e.
Cartesian coordinates (Å):
1 Ir 0.73 0.85 -0.28  0.745
2 C 0.84 -3.34 4.15  -0.621
3 C 1.96 -2.33 4.01  -0.224
4 N 2.24 -2.00 2.60  -0.540
5 C 1.56 -1.07 1.94  0.318
6 S 2.08 -0.89 0.18  0.348
7 N 0.62 -0.35 2.45  -0.368
8 N 0.12 0.63 1.61  -0.272
9 C -0.81 1.42 2.07  0.319
10 C -1.39 1.27 3.43  -0.683
11 C -1.20 2.48 1.12  0.145
12 C -2.09 3.49 1.43  -0.189
13 C -2.36 4.47 0.47  -0.112
14 C -1.72 4.40 -0.76  -0.216
15 C -0.84 3.37 -1.01  0.098
16 N -0.59 2.42 -0.10  -0.471
17 H 0.63 -3.51 5.20  0.245
18 H 1.12 -4.30 3.71  0.220
19 H -0.07 -2.99 3.67  0.212
20 H 2.90 -2.70 4.43  0.229
21 H 1.72 -1.39 4.51  0.227
22 H 2.87 -2.59 2.09  0.424
23 H -1.65 0.23 3.60  0.266
24 H -2.28 1.89 3.56  0.242
25 H -0.66 1.55 4.19  0.272
26 H -2.55 3.54 2.40  0.248
27 H -3.05 5.27 0.69  0.254
28 H -1.90 5.15 -1.52  0.258
29 H -0.31 3.27 -1.95  0.242
30 Cl -2.13 0.77 -2.81  -0.056
31 C -3.60 0.16 -2.00  -0.379
32 Cl -3.31 -0.16 -0.30  -0.017
33 H -3.90 -0.76 -2.49  0.241
34 H -4.36 0.94 -2.10  0.246
35 O 2.50 1.99 -4.07  -0.545
36 C 1.93 1.63 -3.11  0.788
37 N 1.29 1.24 -2.19  -0.927
38 S 0.26 -1.74 -0.64  0.257
39 C 1.01 -2.10 -2.22  0.295
40 N 0.63 -1.34 -3.27  -0.471
41 C 1.12 -1.56 -4.50  0.143
42 C 2.03 -2.58 -4.67  -0.243
43 C 2.39 -3.31 -3.54  0.155
44 N 1.88 -3.06 -2.33  -0.396
45 H -0.02 -0.57 -3.10  0.492
46 H 0.78 -0.90 -5.29  0.270
47 H 2.45 -2.79 -5.64  0.283
48 H 3.12 -4.11 -3.60  0.250

The energy above the lowest of the compared OMol25 structures with the same formula, charge and spin is 1.4913 eV. Its multiplicity is 2. The total energy is -2900.19646 a.u. The charge is +2. Its expectation value of S² is 0.76. As for the LUMO energy (alpha / beta): -7.699 / -7.751 eV. The HOMO-LUMO gap (alpha / beta) comes out at 6.60 / 6.41 eV.

Record 3
Here is a 12-piece molecular cluster, C33H96Br3F3N8O11S overall in a non-equilibrium geometry from the OMol25 dataset. Energies are from ωB97M-V with the def2-TZVPD basis set.

Last column: Löwdin charge in e.
Cartesian coordinates (Å):
1 C -5.80 -1.34 2.90  -0.033
2 C -5.12 -2.19 3.90  -0.322
3 C -3.79 -1.71 4.39  -0.250
4 O -3.83 -0.46 4.96  -0.165
5 C -2.49 0.08 5.19  -0.054
6 N -6.03 -2.48 5.10  0.236
7 H -6.71 -3.21 4.83  0.184
8 H -5.43 -2.76 5.89  0.178
9 H -6.59 -1.66 5.41  0.187
10 H -5.15 -1.21 2.04  0.098
11 H -5.96 -0.31 3.24  0.103
12 H -6.78 -1.71 2.58  0.095
13 H -4.91 -3.21 3.57  0.162
14 H -3.05 -1.81 3.58  0.138
15 H -3.49 -2.42 5.19  0.145
16 H -2.00 -0.30 6.10  0.100
17 H -2.58 1.16 5.32  0.093
18 H -1.82 -0.12 4.34  0.062
19 C 5.74 -3.06 -4.56  -0.017
20 C 4.98 -1.76 -4.46  -0.322
21 C 3.63 -1.85 -3.82  -0.183
22 O 3.13 -0.57 -3.42  -0.205
23 C 2.91 0.26 -4.45  -0.145
24 N 5.81 -0.85 -3.56  0.205
25 H 6.81 -0.98 -3.77  0.175
26 H 5.60 0.14 -3.75  0.155
27 H 5.63 -1.01 -2.54  0.032
28 H 6.02 -3.50 -3.61  0.098
29 H 6.61 -2.92 -5.20  0.097
30 H 5.07 -3.77 -5.06  0.109
31 H 4.94 -1.22 -5.41  0.148
32 H 3.71 -2.41 -2.88  0.097
33 H 2.93 -2.38 -4.49  0.158
34 H 3.66 1.07 -4.42  0.090
35 H 1.93 0.75 -4.46  0.089
36 H 2.97 -0.28 -5.40  0.104
37 C -1.32 3.67 -3.64  -0.013
38 C -1.13 5.14 -3.26  -0.266
39 C -0.18 5.31 -2.03  -0.231
40 O 0.87 6.18 -2.22  -0.203
41 C 2.09 5.52 -2.54  -0.053
42 N -0.53 5.94 -4.40  0.220
43 H -0.38 6.91 -4.06  0.188
44 H 0.40 5.58 -4.69  0.172
45 H -1.16 6.01 -5.22  0.189
46 H -0.35 3.16 -3.64  0.086
47 H -1.68 3.50 -4.66  0.094
48 H -1.95 3.16 -2.91  0.096
49 H -1.97 5.76 -2.95  0.152
50 H 0.23 4.37 -1.63  0.112
51 H -0.79 5.59 -1.16  0.094
52 H 1.90 4.70 -3.23  0.089
53 H 2.56 5.13 -1.62  0.093
54 H 2.80 6.26 -2.87  0.107
55 C -2.13 5.89 1.33  -0.029
56 C -1.07 6.74 1.96  -0.354
57 C -0.72 6.35 3.30  -0.247
58 O 0.48 6.95 3.71  -0.183
59 C 1.25 6.17 4.66  -0.049
60 N 0.20 6.60 1.17  0.173
61 H 0.98 7.08 1.68  0.177
62 H 0.51 5.57 1.10  -0.010
63 H 0.26 7.02 0.22  0.158
64 H -2.40 6.37 0.38  0.088
65 H -3.03 5.77 1.91  0.100
66 H -1.70 4.91 1.08  0.076
67 H -1.22 7.82 1.91  0.170
68 H -0.65 5.23 3.31  0.134
69 H -1.55 6.49 4.01  0.160
70 H 2.08 6.80 4.94  0.096
71 H 1.55 5.21 4.21  0.071
72 H 0.70 5.93 5.58  0.100
73 C -9.36 -1.99 -3.78  -0.038
74 C -8.09 -1.46 -3.29  -0.400
75 C -6.90 -2.28 -3.58  -0.191
76 O -5.75 -1.73 -2.91  -0.186
77 C -4.79 -2.83 -2.79  -0.068
78 N -7.88 -0.09 -3.83  0.215
79 H -8.43 0.65 -3.34  0.194
80 H -6.88 0.18 -3.90  0.175
81 H -8.35 0.03 -4.77  0.197
82 H -9.33 -2.13 -4.87  0.114
83 H -10.24 -1.49 -3.41  0.105
84 H -9.43 -3.04 -3.45  0.116
85 H -8.22 -1.30 -2.23  0.162
86 H -6.75 -2.30 -4.67  0.159
87 H -7.15 -3.26 -3.16  0.145
88 H -5.18 -3.65 -2.17  0.097
89 H -3.91 -2.53 -2.23  0.066
90 H -4.47 -3.19 -3.77  0.095
91 C 1.06 -1.89 -1.11  -0.046
92 C 0.55 -0.56 -0.75  -0.357
93 C -0.91 -0.51 -0.29  -0.115
94 O -1.24 0.89 0.03  -0.214
95 C -2.40 1.01 0.73  -0.159
96 N 1.46 -0.07 0.29  0.159
97 H 1.34 -0.66 1.17  0.000
98 H 2.47 -0.22 0.08  0.056
99 H 1.26 0.92 0.61  0.011
100 H 2.07 -1.80 -1.49  0.035
101 H 0.51 -2.25 -1.98  0.095
102 H 0.97 -2.62 -0.31  0.085
103 H 0.61 0.15 -1.57  0.154
104 H -1.13 -1.20 0.54  0.125
105 H -1.50 -0.76 -1.19  0.139
106 H -2.39 2.01 1.18  0.085
107 H -2.33 0.32 1.58  0.079
108 H -3.32 0.91 0.14  0.092
109 C 4.53 0.25 2.41  -0.156
110 C 4.56 0.38 3.90  -0.332
111 C 5.46 1.43 4.41  -0.198
112 O 5.04 2.68 3.87  -0.203
113 C 5.90 3.73 4.29  -0.087
114 N 3.14 0.72 4.33  0.188
115 H 2.48 -0.07 4.06  -0.014
116 H 3.01 0.92 5.33  0.171
117 H 2.85 1.55 3.75  0.137
118 H 3.83 -0.52 2.08  -0.022
119 H 5.51 0.08 1.97  0.044
120 H 4.23 1.19 1.92  0.082
121 H 4.76 -0.58 4.36  0.161
122 H 6.49 1.21 4.08  0.150
123 H 5.41 1.50 5.51  0.144
124 H 5.85 3.86 5.40  0.101
125 H 5.51 4.64 3.87  0.087
126 H 6.95 3.55 4.07  0.099
127 C 3.34 -4.14 0.70  -0.148
128 C 2.37 -5.23 1.17  -0.284
129 C 2.94 -6.58 0.97  -0.242
130 O 4.00 -6.68 1.83  -0.194
131 C 4.88 -7.69 1.43  -0.077
132 N 2.23 -5.05 2.69  0.184
133 H 3.03 -5.48 3.20  0.171
134 H 2.13 -4.04 2.98  0.004
135 H 1.35 -5.49 3.00  0.168
136 H 2.88 -3.14 0.76  -0.023
137 H 3.53 -4.22 -0.37  0.070
138 H 4.28 -4.20 1.23  0.075
139 H 1.35 -5.10 0.84  0.149
140 H 3.11 -6.81 -0.08  0.150
141 H 2.22 -7.34 1.34  0.148
142 H 4.44 -8.70 1.49  0.108
143 H 5.75 -7.73 2.08  0.101
144 H 5.22 -7.54 0.40  0.103
145 C -1.57 -4.51 -2.72  -0.710
146 F -1.65 -3.13 -2.70  0.020
147 F -0.55 -4.84 -2.00  0.154
148 F -2.73 -5.00 -2.29  0.125
149 S -1.26 -4.95 -4.47  0.457
150 O -2.36 -4.19 -5.04  -0.346
151 O 0.06 -4.34 -4.60  -0.349
152 O -1.33 -6.38 -4.45  -0.290
153 Br 1.52 3.36 1.29  -0.236
154 Br 4.74 -1.52 -0.14  0.087
155 Br 1.03 -1.83 3.28  -0.113

The total energy is -10999.12132 a.u. The charge is +4. As for the LUMO energy: -7.590 eV. The HOMO-LUMO gap comes out at 6.27 eV.

Record 4
Here is C5H8N3O7S2 as an isolated structure in a non-equilibrium geometry from the OMol25 dataset. Energies are from ωB97M-V with the def2-TZVPD basis set.

Last column: natural (NBO) charge in e.
Cartesian coordinates (Å):
1 O 0.58 -2.05 1.44  -0.536
2 C 0.44 -0.88 1.41  0.438
3 C 0.57 -0.09 0.12  -0.793
4 S 0.94 1.61 0.62  2.309
5 O 2.13 1.47 1.41  -1.002
6 O 1.18 2.42 -0.53  -0.957
7 N -0.27 2.10 1.59  -1.214
8 S -1.74 2.14 0.94  2.276
9 O -2.53 3.06 1.69  -0.983
10 O -1.79 2.37 -0.47  -0.961
11 C -2.57 0.52 1.19  -0.368
12 O -3.57 0.33 0.19  -0.426
13 N -4.81 0.84 0.70  0.406
14 O -5.60 0.01 0.76  -0.251
15 H 0.25 -0.30 2.32  0.138
16 H 1.40 -0.47 -0.45  0.254
17 H -0.35 -0.06 -0.44  0.259
18 H -3.04 0.48 2.16  0.204
19 H -1.91 -0.33 1.11  0.205
20 C 3.90 -2.28 -2.47  -0.719
21 C 2.55 -2.01 -2.94  0.282
22 N 1.50 -1.80 -3.30  -0.320
23 H 3.85 -2.81 -1.52  0.256
24 H 4.43 -2.90 -3.19  0.243
25 H 4.43 -1.35 -2.33  0.258

The total energy is -1682.55970 a.u. The charge is -1. As for the LUMO energy: 2.467 eV. The HOMO-LUMO gap comes out at 8.81 eV.

Number 1: M 782.42 g/mol. Number 2: M 652.63 g/mol. Number 3: M 1109.95 g/mol. Number 4: M 286.27 g/mol.